# 1
The following is a quantum chemistry calculation of C21H19N5O5 in the gas phase, from OMol25.

E_HOMO in eV: -8.416
Energy above the lowest of the compared OMol25 structures with the same formula, charge and spin in kJ/mol: 128.6
SMILES string: COC(=O)C1=C(C(=O)c2ccccc2)[C@H](c2ccc(OC)c(OC)c2)Nc2nnnn21

ORCA input file:
```
! RIJCOSX wB97M-V def2-TZVPD def2/J DEFGRID3
* xyz 0 1
H 3.4673 -4.3430 -0.4242
H -0.6101 -2.9634 -1.6199
O 1.2687 -3.3010 -0.7967
C 2.8019 -1.7276 0.1489
N -3.0301 -0.5656 1.0395
C 1.5288 2.7355 -0.8382
C -2.4070 -0.8662 2.2312
O 3.9465 -2.3255 -0.2670
H -3.5536 0.7862 -3.6959
H 4.9866 -3.7727 -1.1583
C 1.1898 4.4621 1.3043
C -0.0533 -3.7146 -1.0510
C 2.5676 3.5571 -0.4408
C 2.4001 4.4189 0.6305
C 0.3244 2.7517 -0.1433
N -3.1030 -1.8052 2.8273
H 4.0292 -0.2497 1.0324
H 3.2096 5.0647 0.9364
C 0.1549 3.6261 0.9268
H -0.5898 -3.9476 -0.1257
H 1.0525 5.1484 2.1266
O -3.2568 -0.2711 -1.9494
C -0.7767 1.8574 -0.5776
C 3.9358 -3.5369 -0.9915
C -0.5260 0.5735 1.6560
H -0.1548 1.4663 2.1724
C 0.6605 -0.2273 1.1551
N -4.1157 -1.3720 0.9656
C 1.4767 -2.1562 -0.0780
H -5.0280 0.1331 -2.9428
C -3.9770 -0.0648 -3.1597
N -4.1254 -2.0717 2.0065
H 0.0398 -4.6210 -1.6471
C -3.3548 0.6984 -1.0522
O -4.0397 1.6784 -1.1338
C 1.9611 0.1900 1.3765
H -0.7971 3.6730 1.4362
H 1.6438 2.0637 -1.6750
C -1.3566 0.9656 0.4520
H 3.5068 3.5299 -0.9721
H -3.8673 -0.9786 -3.7374
C -2.5283 0.3659 0.1677
N -1.3312 -0.1743 2.6237
O -1.1711 1.8133 -1.7255
C 0.4369 -1.3929 0.4321
H 3.4299 -3.4289 -1.9526
H -0.8534 -0.5125 3.4443
H -0.5795 -1.7079 0.2592
H 2.1593 1.0956 1.9291
C 3.0078 -0.5567 0.8753
*
```


# 2
The following is a quantum chemistry calculation of 3 unconnected molecules or ions with the total composition C2H9NO3, from OMol25.

E_HOMO in eV: -9.811
Energy above the lowest of the compared OMol25 structures with the same formula, charge and spin in kJ/mol: 106.4
SMILES string: CNC=O.O.O

ORCA input file:
```
! RIJCOSX wB97M-V def2-TZVPD def2/J DEFGRID3
* xyz 0 1
C 0.3973 -0.0025 1.2428
O -1.1078 1.4287 -0.6260
O -1.7118 -1.2887 0.1780
H -0.2519 -0.4497 2.0003
N 0.9185 -0.7874 0.2943
H 0.9258 -0.2101 -1.7263
H -2.5861 -1.1638 0.5832
H -1.8630 -0.4618 -0.3351
H 0.4646 -1.6610 0.1418
C 1.5943 -0.2303 -0.8601
H -0.2085 1.5670 -0.2565
H -1.6085 2.1613 -0.2739
H 1.9812 0.7598 -0.6520
H 2.4557 -0.8642 -1.1118
O 0.6003 1.2027 1.4014
*
```


# 3
The following is a quantum chemistry calculation of C17H25NO10 in the gas phase, from OMol25.

E_HOMO in eV: -9.436
Energy above the lowest of the compared OMol25 structures with the same formula, charge and spin in kJ/mol: 0.0
SMILES string: CCOC(=O)C[C@@H]1[C@H]2[C@H](C(=O)OCC)[C@@H](C(=O)OC)ON2O[C@H]1C(=O)OCC

ORCA input file:
```
! RIJCOSX wB97M-V def2-TZVPD def2/J DEFGRID3
* xyz 0 1
O -1.5156 -0.4158 -0.6225
H -0.0501 -3.2664 -4.1434
O -2.5033 1.2099 -1.7994
O 1.3153 -1.8126 -3.5826
C 0.7377 2.6933 0.8624
N 2.0117 0.8969 -1.5507
H 2.7618 -0.6492 4.1247
H 2.7842 -3.0495 4.8153
O -1.6165 2.6714 1.1012
C 0.4984 1.3301 0.2232
C 2.2301 -1.3551 -1.4613
H 1.2254 -2.6348 4.0858
C -2.8962 3.2920 1.2792
O 2.7074 -0.1506 -2.0650
C 1.7947 0.6055 -0.1289
C -0.1875 1.4605 -1.1610
O 3.4399 -2.3358 0.9163
H 0.7649 -2.3434 -5.4494
C -0.5463 3.4666 1.1171
C -2.4644 -2.4749 0.1245
O 0.1626 -2.5543 -1.8079
O 2.2076 -0.9824 2.2196
H 2.6547 0.9884 0.4238
H -2.2534 -2.2371 1.1640
H 3.9464 -1.5820 3.1575
O -0.5792 4.6480 1.3315
C -3.4002 3.9031 -0.0191
H -3.3938 3.1579 -0.8111
H -4.4133 4.2681 0.1219
C 2.5704 -1.5192 1.0554
H -1.6150 -3.0024 -0.2999
H -2.7638 4.7353 -0.3094
C 2.2890 -2.7549 3.8948
H -3.5336 -0.6134 -0.2554
H -3.5504 2.4857 1.6165
H 1.2345 2.5679 1.8279
H -2.9376 -1.4316 -1.7149
H -2.8113 4.0565 2.0583
H 1.3820 3.3128 0.2355
C 0.3067 -2.2860 -4.4656
C -2.7101 -1.2066 -0.6684
H 0.6995 -1.2823 0.0661
H 3.0738 -2.0513 -1.4137
C 2.8857 -1.4492 3.3925
C -1.5446 0.7519 -1.2380
H 2.4298 -3.5374 3.1534
C 1.1021 -1.9750 -2.2918
H -0.1076 0.7221 0.8954
H -3.3436 -3.1103 0.0772
H -0.3423 2.5147 -1.4320
C 1.7321 -0.9427 -0.0684
O 0.6606 0.8515 -2.1021
H -0.5293 -1.5839 -4.4792
*
```


# 4
The following is a quantum chemistry calculation of a molecular structure, C3HN3O2, from OMol25.

E_HOMO in eV: -11.067
Energy above the lowest of the compared OMol25 structures with the same formula, charge and spin in kJ/mol: 129.5

ORCA input file:
```
! RIJCOSX wB97M-V def2-TZVPD def2/J DEFGRID3
* xyz 0 1
N -0.4719 -1.4300 0.7122
H -1.6823 0.8754 2.2260
C 0.2695 0.2003 -0.5818
O -1.3954 -0.0423 2.2167
C -0.7639 -0.2160 1.0829
N 1.9339 1.1110 -2.2869
N -0.3558 0.8992 0.3275
O 0.2068 -1.0964 -0.5388
C 1.0689 0.7111 -1.6543
*
```


# 5
The following is a quantum chemistry calculation of 2 unconnected molecules or ions with the total composition C16H31BIN4O4P, from OMol25.

E_HOMO in eV: -6.053

ORCA input file:
```
! RIJCOSX wB97M-V def2-TZVPD def2/J DEFGRID3
* xyz 0 1
H -6.5040 1.2138 0.5096
H 4.7988 0.6263 -3.9083
I 2.2924 -1.6332 -6.0834
O -0.5683 -1.0708 -1.1657
H -1.8424 -2.7639 -1.4947
H -3.8302 -0.1051 4.9212
P 3.5904 1.2599 -3.4179
H 5.4296 -2.2489 -1.4903
H 3.3525 2.2298 1.2012
H -5.2442 -0.4262 -0.8234
H -5.8515 2.1303 5.4602
H -3.5529 1.6255 4.6615
C -4.3142 0.8385 4.6432
H -5.0218 1.1334 6.6594
H 1.1878 -0.8032 -3.2955
H -1.0728 -0.1663 0.6976
H 0.3946 -1.3375 0.8352
O 4.4717 -1.9648 -3.9011
H 1.7683 0.7866 0.8160
H 1.8152 2.2036 -1.5418
B 2.7814 0.1866 -1.9931
N -4.7834 0.7067 3.2562
N 2.4852 1.5768 -4.5596
C 3.1773 -1.6297 -4.0358
O 2.9947 -1.5054 0.8999
C 1.4821 1.0571 -1.5185
H -0.0413 -3.0568 -1.9662
H 3.4938 3.1613 -0.5354
C -5.8735 0.9704 1.3469
C 2.2045 -1.1726 -2.7901
H -3.3717 -0.7716 2.5351
H 3.9787 2.5296 -2.8430
H 0.5534 1.0099 -2.2664
H -3.5284 -0.4333 -0.3324
C 4.6112 1.1042 -0.4864
C -4.2144 -0.1131 2.3565
H 0.2332 1.7160 0.2598
C -4.5451 -0.6938 -0.0265
C -5.4176 1.1418 5.6392
N -4.8697 0.0311 1.1952
H 1.8981 -2.0358 -2.0621
H 4.3501 -3.5644 -0.4867
C -0.7259 -2.5317 -1.1418
C 3.7824 -1.2693 -0.1616
N 3.8626 -0.0626 -1.0148
H 1.5866 1.1064 -4.3139
H -4.6105 -1.7672 0.1695
H 4.9405 3.0898 0.6683
H -6.2209 0.4014 5.5729
C -5.8095 1.4104 2.6401
H -0.6138 -3.0319 -0.0905
O 5.9635 1.0973 -0.6602
C 4.8563 -2.5075 -0.5038
C 0.9130 0.7730 -0.0170
H -6.3756 2.1359 3.1982
C -0.0955 -0.5296 0.1156
H 5.6305 -2.5048 0.4050
C 4.0185 2.4475 0.2644
*
```


# 6
The following is a quantum chemistry calculation of 3 unconnected molecules or ions with the total composition C15H35ClFN2O9PS, from OMol25.

E_HOMO in eV: -9.076
SMILES string: [H]/N=C(/C)CN(P(O)Cl)S(=O)(=O)F.COCCOCCOC.COCCOCCOC

ORCA input file:
```
! RIJCOSX wB97M-V def2-TZVPD def2/J DEFGRID3
* xyz 0 1
H 0.7198 -0.2424 -6.3609
H -4.0866 -1.5063 2.5891
N 1.0912 -3.4210 -6.3496
F 2.7534 -3.4859 -4.0342
O 3.3404 4.4744 5.0431
C -0.8484 -2.3840 -0.9945
H -0.9949 5.4000 6.9465
H 2.0112 4.9171 3.4883
C -0.3341 -0.7345 -6.0937
P 2.2782 -4.0638 -7.5118
C 1.6432 6.2699 5.1676
H -1.4010 -2.8885 -1.7974
O -2.9740 -1.1842 -0.5922
H -0.4814 -4.0925 -7.8469
O 0.4712 5.5365 5.5279
H -0.1785 -1.2070 -5.0121
C -3.4183 -1.0710 1.8393
H 3.2866 6.0787 3.8129
H 1.9777 1.3756 4.9873
H -4.5585 -2.0472 0.3179
C -1.8162 -0.0051 3.2123
C 2.2392 2.3243 4.5076
C -0.6529 -4.5940 -0.1766
H -1.9135 0.9319 2.6540
H -1.4628 -2.3868 -8.9409
C -0.3311 -3.4753 -6.8590
H -0.7837 -0.0891 3.5614
H -1.1174 0.1365 -6.0407
C -1.5456 -1.0671 -0.6475
O 1.1780 -5.6420 -4.6882
H -3.7216 -0.0359 1.6399
H 0.2639 -4.7767 -0.7449
C 2.6234 3.3521 5.5743
C 2.5591 5.4133 4.2912
H 1.3194 7.1549 4.6113
H 0.5801 5.9373 7.5569
H 3.3208 2.8680 6.2689
H 1.5900 -2.2561 -8.7861
H 2.1895 6.5870 6.0651
O -0.7657 -3.2222 0.1596
H -0.4450 7.0568 6.5976
H -1.3440 -0.3558 -1.4564
N -1.3424 -1.5035 -8.3933
Cl 1.6523 -5.8713 -8.4326
H 3.0873 2.1669 3.8302
H -0.6174 -5.1741 0.7498
H -1.5260 -4.9200 -0.7508
H 0.1738 -2.1849 -1.3304
C -0.7398 -1.8944 -7.2224
C -0.1219 6.0188 6.7209
C -3.4979 -1.8832 0.5447
O 1.0924 2.7676 3.7809
C 1.0090 2.1779 2.4944
H -2.4858 -0.0037 4.0767
S 1.2719 -4.0844 -4.7456
H -1.1504 -0.6230 0.2677
H 0.9108 1.0920 2.5760
H 1.8909 2.4365 1.8988
H 0.1263 2.5787 1.9893
H -1.1076 -3.9144 -6.0786
O 0.1204 -3.5606 -3.8031
H -3.0427 -2.8691 0.6470
O -2.0932 -1.1118 2.3707
H 1.7653 3.6748 6.1651
O 2.3631 -2.8947 -8.8420
*
```


# 7
The following is a quantum chemistry calculation of a molecular structure, C17H27BGaN2O3, from OMol25.

E_HOMO in eV: -3.811

ORCA input file:
```
! RIJCOSX wB97M-V def2-TZVPD def2/J DEFGRID3
* xyz -1 1
C 2.5274 3.9862 -1.7767
H -0.8522 2.9386 0.7011
O -3.8911 -1.6965 1.4037
C 2.5579 2.6132 -1.9779
H -2.4948 -2.2795 -1.5107
N -1.2724 4.2528 2.2166
H -0.6569 -3.3392 -2.5641
H 2.5478 -3.7939 0.2843
H 3.2181 -1.4612 -0.8350
C -2.8246 3.5173 3.8866
H -1.1319 0.7277 -0.3290
O 2.6230 -4.2876 -2.7207
H -4.1375 -2.5431 -1.0048
H 1.9167 1.4420 0.9693
H -2.3591 1.1254 1.5436
C -1.4320 3.0770 1.6076
H -2.2235 -4.5192 -0.9953
H -1.9295 -0.3758 -1.4086
B 2.3277 -3.0600 -2.0842
H 3.8684 -2.8249 0.9642
C 2.2569 4.4594 -0.5028
H -2.1942 -3.9883 0.6881
N 2.3484 1.7258 -1.0116
C 3.4720 -2.4669 -1.1587
C -3.1052 -2.5684 -0.6655
H 0.4622 -1.1499 -3.6442
H 0.8128 -0.2190 -0.6996
C -3.0453 -1.6343 0.5119
H 4.4380 -2.4290 -1.6669
H 1.9594 -4.9123 -2.4363
H -3.3597 3.7370 4.8011
H -3.7043 -4.5312 -0.0001
H 2.7539 2.1980 -2.9606
H 1.8074 3.8702 1.5209
Ga 0.4260 -2.1361 -2.3702
H 2.2168 5.5233 -0.3058
H -3.6365 1.5398 3.6358
C -1.2985 -0.3303 -0.5272
H 4.1890 -4.2208 -0.1028
C -2.2678 2.0692 2.0721
C 0.0638 -1.0041 -0.6846
C 2.0920 2.1940 0.2064
O -2.0203 -0.7797 0.6538
C -1.9651 4.4543 3.3351
H -1.8199 5.4193 3.8106
C 2.0317 3.5458 0.5139
C 3.5362 -3.3758 0.0927
H 0.2181 -1.6088 0.2077
C -2.7829 -4.0068 -0.2237
H 2.7052 4.6642 -2.6006
C -2.9765 2.3007 3.2390
*
```


# 8
The following is a quantum chemistry calculation of a molecular structure, C9H19Hg2O5S2, from OMol25.

E_HOMO in eV: -19.204
Energy above the lowest of the compared OMol25 structures with the same formula, charge and spin in kJ/mol: 0.0

ORCA input file:
```
! RIJCOSX wB97M-V def2-TZVPD def2/J DEFGRID3
* xyz 3 1
H -1.0948 2.4587 1.6580
H 0.2405 -1.2453 -3.9149
H -0.9249 2.3058 -0.1089
S 0.8736 1.3945 1.1080
C -2.6566 -0.3478 1.0210
H 1.6899 -3.4240 -3.6907
O 0.4139 0.4080 2.1302
H 0.5769 3.9357 2.9041
Hg -3.9850 -2.8087 2.7647
Hg -0.1920 -1.7035 2.8434
H 2.3284 -1.9432 -2.8253
O -0.0201 -2.5021 0.6136
O -1.3505 -3.8352 -1.0359
H 1.3866 -4.5344 -1.5975
C 1.5357 -2.6874 -2.9022
C -0.6101 -1.4476 -1.8636
C 1.2952 -3.4487 -1.6291
C 0.0320 -2.0415 -3.2003
O 1.2391 0.9985 -0.2216
H -3.5394 0.2064 1.3395
H 2.1321 -3.1626 -0.9920
H 1.9210 4.8889 2.0641
C 0.2096 4.0557 0.8489
H -0.0118 -0.5621 -1.6488
H 0.5762 4.1722 -0.1710
H -1.6399 -1.1067 -1.7566
H -0.5024 4.8765 0.9354
C -0.4510 2.6676 0.8036
S -0.2966 -2.8709 -0.7930
H -0.6566 -2.7485 -3.6629
H 2.9678 2.6141 1.3261
H -1.9622 0.4924 1.0269
H 2.2774 2.3746 2.8934
O -2.3201 -1.4452 1.8321
H -2.7596 -0.6485 -0.0216
C 2.0220 2.6389 1.8673
C 1.2555 4.0258 2.0559
*
```


# 9
The following is a quantum chemistry calculation of 5 unconnected molecules or ions with the total composition C4H16O4, from OMol25.

E_HOMO in eV: -9.230
Energy above the lowest of the compared OMol25 structures with the same formula, charge and spin in kJ/mol: 124.9
SMILES string: C=C(C)C.O.O.O.O

ORCA input file:
```
! RIJCOSX wB97M-V def2-TZVPD def2/J DEFGRID3
* xyz 0 1
H 1.0479 -1.1023 -5.1229
H 1.9655 -0.1460 -5.9267
O 0.4362 3.5206 -2.9227
H 0.0505 2.6494 -3.0450
H -3.5165 -0.6892 3.2112
O 2.3385 2.3652 -5.3410
H 2.3187 3.3088 -5.5409
H 2.3510 1.0662 1.2782
H -0.4659 -1.7490 1.5175
H -0.9133 -2.5462 5.1300
H 0.9072 3.7226 -3.7327
O 3.2874 0.9672 1.0922
C -1.4702 -1.5065 1.8665
H -3.4725 -1.8613 4.5646
C -1.6430 -1.7146 3.3439
H -2.5521 -0.3802 4.6580
H 0.1899 -2.7903 3.7569
H 1.7920 2.0031 -6.0492
H 3.7709 1.2762 1.8618
O 1.0665 -0.2591 -5.5988
H -1.6860 -0.4557 1.6589
H -2.1384 -2.1475 1.2908
C -0.7597 -2.3792 4.0729
C -2.9046 -1.1522 3.9765
*
```


# 10
The following is a quantum chemistry calculation of a molecular structure, C47H59NO2SbSi4Ti, from OMol25.

⟨S²⟩: 2.04
E_HOMO (alpha / beta) in eV: -3.157 / -4.823
Energy above the lowest of the compared OMol25 structures with the same formula, charge and spin in kJ/mol: 168.9

ORCA input file:
```
! RIJCOSX wB97M-V def2-TZVPD def2/J DEFGRID3
* xyz -1 3
C -2.5561 -2.3918 -1.2148
C 2.8402 3.6514 -4.3121
C 1.6488 3.7387 -3.6075
H -5.9921 4.6604 -1.5874
C -5.0988 4.0474 -1.5703
Ti -1.0750 0.4074 -0.5145
C -3.5965 2.5496 -0.3613
N -3.1664 -1.6329 1.5430
H -0.5997 -5.0576 3.0424
C 1.7989 3.0766 3.2923
H 2.4695 2.3407 -0.5001
H 2.7702 -2.4020 -3.3019
Sb 0.1765 -0.0782 1.9544
H 2.7295 3.7872 0.4689
H -0.1033 -5.8235 0.7296
H 3.2806 0.3508 -0.0786
H -1.0960 3.4354 1.7523
O -2.2684 0.9386 0.7893
H -1.2164 2.3799 6.3422
H -1.0120 3.1270 4.7556
H -3.9353 -0.9566 -4.5254
C 0.4597 -1.1999 -3.4710
C -0.3584 -1.4190 -5.7503
H -3.5456 -4.2089 -1.7813
H 3.5298 0.3830 -3.7730
H -3.4755 1.3957 2.8532
H 4.4343 2.3467 -4.9216
C -4.2782 3.9799 -2.6936
H 2.7012 -3.1899 4.2924
H 0.4368 0.3869 -4.9175
H 4.1124 0.1772 2.1771
C -0.7069 -4.9408 0.8988
H -2.2887 -0.6714 5.1411
H -1.1429 -0.8854 6.4742
C 1.1462 2.6207 -2.9469
C -1.3008 2.2054 5.2665
H -4.5470 4.5049 -3.6016
H 1.9476 -0.0354 5.7396
C -1.2138 -4.2207 -0.1760
C 2.8409 -0.9430 -1.7273
H 3.6627 0.1066 3.8831
H -2.6187 0.4420 -3.0620
C -3.1040 3.2370 -2.6452
H -5.4011 3.4066 0.4438
C -3.2748 1.7871 0.7867
H 4.6501 -1.1858 3.1729
H 2.7897 -3.7084 1.6871
C -3.3356 -3.1818 -2.0642
C 0.1968 -0.6540 -4.7288
H 0.3429 -2.9983 -2.3085
H 0.1462 4.5298 1.1221
H 1.5604 -2.9195 0.6942
C -3.8537 -2.6758 -3.2433
H -0.6586 -4.3613 -4.1088
C -2.7303 2.5311 -1.5085
C 1.8683 -2.5102 4.0929
C -0.2111 3.4963 1.1122
C -4.7630 3.3488 -0.4298
Si 2.2416 -1.4448 2.5719
C 2.9922 1.3217 -3.7110
C -4.0607 1.8708 2.0651
C -1.7991 -3.4102 2.3919
C -3.5703 -1.3642 -3.5893
H 3.2450 4.5219 -4.8158
C 1.8032 1.3837 -2.9719
H 3.5367 2.2856 0.9120
H -0.5209 3.2665 0.0925
H -1.1146 -3.3465 -6.3230
C 5.0508 -0.6486 -0.7373
H 2.2159 4.0678 3.0953
H -1.0038 -4.5544 -1.1858
C 4.7558 -2.2126 -2.5281
C -2.3226 -2.6873 1.3102
H 6.6584 -1.7671 -1.6309
Si 1.0910 -0.1533 -1.9848
H 3.2548 -2.4746 0.5053
H -2.4403 3.1977 -3.5024
H -2.0375 -3.0891 3.4021
C -0.6718 -2.7527 -5.5315
C -0.4139 -3.3198 -4.2885
H 5.6876 -0.1548 -0.0110
H 1.0199 3.1816 4.0508
H 1.6880 -1.9186 4.9931
C 3.8206 -0.4985 2.9849
Si 1.1518 2.3197 1.6725
C -1.2285 -0.7737 5.3890
H -4.4567 -3.3007 -3.8920
C 2.6035 2.7017 0.5199
H 2.5940 2.4562 3.7185
H 0.9749 -3.1147 3.9074
C -2.0021 -3.0839 -0.0044
C 2.4976 -2.7562 1.2353
H -0.5469 -0.9726 -6.7207
H -5.0234 1.3529 1.9757
C -2.2717 -1.0340 -1.5234
C 5.5940 -1.5641 -1.6309
C -2.8080 -0.5733 -2.7412
C 3.3996 -1.9025 -2.5743
C 3.6946 -0.3598 -0.7859
H 0.2172 2.7163 -2.4012
H 5.1662 -2.9477 -3.2113
C 1.2642 0.7981 5.9163
H -4.2604 2.9063 2.3531
H -3.6408 -1.2098 0.7654
H 0.9368 0.7478 6.9581
H -2.3524 2.0245 5.0318
H 1.8393 1.7177 5.7876
O -1.5600 1.8863 -1.4885
H 1.1097 4.6790 -3.5689
H -3.5710 -1.5299 2.4543
C 0.1426 -2.5491 -3.2784
C -0.9944 -4.5184 2.1883
C 3.5064 2.4332 -4.3667
Si -0.2327 0.7187 4.7509
H -0.8648 -1.6933 4.9246
*
```


The records above give, respectively, max |F| values of 0.042, 0.047, 0.025, 0.052, 0.171, 0.161, 0.030, 0.084, 0.019, 0.050 Eh/bohr.